# 1
Density functional theory data (ωB97M-V/def2-TZVPD) for 2 unconnected molecules or ions with the total composition C2H7S2.

Element x y z (Å)
C  1.747  2.307  -0.355
C  1.467  1.564  0.958
S  0.148  0.336  0.773
H  0.832  2.815  -0.662
H  1.989  1.576  -1.125
H  2.570  3.029  -0.273
H  1.197  2.297  1.724
H  2.384  1.068  1.289
S  -1.824  -2.220  -0.962
H  -0.704  -2.956  -1.096
H  -1.169  -1.229  -0.279

Computed properties:
* HOMO energy: -2.57 eV
* total charge: -1
* max |F|: 0.4 eV/A
* DFT total energy: -23858.8149 eV
* orbital gap: 5.971 eV
* 2S+1: 1

# 2
Density functional theory data (ωB97M-V/def2-TZVPD) for a molecular structure, C16H20NNiOSSbSe4.

Element x y z (Å)
Ni  0.334  0.659  0.319
C  3.252  0.085  0.319
N  2.208  0.979  0.865
C  2.250  0.899  2.344
C  2.533  2.370  0.442
C  1.325  3.216  0.679
C  1.364  4.580  0.925
C  0.174  5.269  1.119
C  -1.032  4.585  1.071
C  -1.058  3.217  0.823
C  0.123  2.512  0.623
H  4.237  0.468  0.601
H  3.181  0.051  -0.767
H  3.146  -0.919  0.724
H  3.267  1.110  2.693
H  1.968  -0.103  2.657
H  1.562  1.626  2.768
H  2.773  2.334  -0.623
H  3.425  2.715  0.977
H  2.312  5.104  0.968
H  0.189  6.334  1.314
H  -1.960  5.121  1.231
H  -2.011  2.704  0.782
C  -3.949  0.101  -0.624
S  -2.418  -0.531  0.027
O  -1.458  0.602  -0.348
C  -2.065  -1.898  -1.035
C  -0.978  -2.759  -0.472
C  -0.637  -4.016  -1.299
C  -1.532  -4.281  -2.456
C  -2.500  -3.451  -2.854
C  -2.772  -2.224  -2.120
H  -3.805  0.409  -1.657
H  -4.187  0.968  -0.011
H  -4.727  -0.653  -0.523
H  -1.249  -3.040  0.547
H  0.383  -3.942  -1.708
H  -1.324  -5.188  -3.009
H  -3.098  -3.673  -3.727
H  -3.585  -1.598  -2.463
Se  2.955  -4.415  -1.328
Sb  1.932  -5.187  0.684
Se  -0.542  -5.600  -0.133
Se  1.282  -2.801  1.825
Se  0.712  -1.738  -0.169

Computed properties:
* HOMO energy: -7.10 eV
* total charge: 0
* max |F|: 0.1 eV/A
* DFT total energy: -340254.6707 eV
* orbital gap: 6.558 eV
* 2S+1: 1

# 3
Density functional theory data (ωB97M-V/def2-TZVPD) for 2 unconnected molecules or ions with the total composition C3H8N2O2.

Element x y z (Å)
C  0.677  0.167  1.118
N  0.414  0.316  -0.155
C  -0.820  0.909  -0.634
N  0.961  -0.563  -1.053
C  -1.547  1.773  0.070
O  -1.133  0.488  -1.859
O  0.393  -2.259  0.830
H  -0.364  -0.096  -2.109
H  0.846  -3.086  1.018
H  0.678  -1.862  -0.136
H  1.968  -0.438  -1.099
H  1.675  -0.112  1.411
H  0.004  0.555  1.861
H  -2.519  2.060  -0.292
H  -1.235  2.147  1.028

Computed properties:
* HOMO energy: -8.60 eV
* total charge: 0
* max |F|: 2.4 eV/A
* DFT total energy: -10312.2383 eV
* orbital gap: 8.215 eV
* 2S+1: 1

# 4
Density functional theory data (ωB97M-V/def2-TZVPD) for 9 unconnected molecules or ions with the total composition C9H36O9.

Element x y z (Å)
C  11.904  -10.742  -9.032
O  12.105  -9.614  -8.205
H  10.892  -10.817  -9.453
H  12.608  -10.784  -9.823
H  12.004  -11.585  -8.368
H  11.498  -8.929  -8.495
C  12.845  -13.693  -6.363
O  12.141  -13.445  -5.110
H  12.926  -14.755  -6.528
H  12.471  -13.104  -7.200
H  13.912  -13.409  -6.175
H  11.624  -12.628  -5.230
C  8.941  -11.048  -6.760
O  10.073  -10.598  -6.061
H  8.445  -10.211  -7.315
H  9.139  -11.888  -7.435
H  8.348  -11.466  -5.972
H  10.792  -10.335  -6.673
C  5.528  -14.940  -5.764
O  6.462  -14.046  -6.382
H  4.634  -14.488  -5.294
H  5.127  -15.637  -6.580
H  6.144  -15.462  -4.999
H  6.257  -13.713  -7.273
C  4.232  -10.926  -5.547
O  5.003  -10.190  -6.543
H  3.831  -10.193  -4.871
H  3.483  -11.581  -6.048
H  4.876  -11.444  -4.814
H  5.717  -9.681  -6.102
C  7.907  -8.714  -9.453
O  9.294  -8.471  -9.221
H  7.800  -9.137  -10.460
H  7.492  -9.402  -8.642
H  7.332  -7.855  -9.339
H  9.353  -7.605  -8.869
C  4.657  -12.225  -9.522
O  5.840  -12.030  -8.713
H  5.005  -12.645  -10.442
H  3.937  -12.883  -9.124
H  4.147  -11.226  -9.738
H  5.536  -11.379  -8.068
C  8.898  -11.980  -10.347
O  7.783  -12.027  -11.241
H  8.933  -12.880  -9.684
H  9.798  -12.024  -10.966
H  9.013  -11.109  -9.728
H  6.997  -11.686  -10.791
C  6.871  -7.265  -5.245
O  6.706  -8.635  -4.884
H  5.852  -6.879  -5.427
H  7.288  -6.750  -4.388
H  7.388  -7.101  -6.171
H  7.617  -8.981  -4.768

Computed properties:
* HOMO energy: -9.83 eV
* total charge: 0
* max |F|: 2.6 eV/A
* DFT total energy: -28339.8313 eV
* orbital gap: 10.097 eV
* 2S+1: 1

# 5
Density functional theory data (ωB97M-V/def2-TZVPD) for a molecular structure, C40H59FN5PRe.

Element x y z (Å)
Re  1.003  -0.967  -0.373
C  -2.002  -4.174  -0.975
C  -1.001  -3.387  -1.753
C  -1.347  -2.837  -2.985
C  -0.394  -2.260  -3.811
C  0.937  -2.222  -3.429
C  1.313  -2.722  -2.183
C  0.333  -3.285  -1.323
H  -2.938  -3.633  -0.858
H  -1.621  -4.452  0.004
H  -2.226  -5.093  -1.519
H  -2.369  -2.915  -3.321
H  -0.682  -1.880  -4.778
H  1.691  -1.847  -4.104
H  2.369  -2.858  -1.966
H  0.641  -3.855  -0.448
C  1.342  1.230  -3.353
C  2.587  1.488  -2.499
C  3.481  2.559  -3.126
C  3.399  0.231  -2.281
C  4.155  -0.339  -3.296
C  4.978  -1.422  -3.041
C  5.105  -1.926  -1.753
C  4.370  -1.402  -0.701
C  4.496  -1.913  0.722
C  5.874  -2.501  1.022
C  3.409  -2.947  1.048
C  3.458  -0.359  -1.000
N  2.572  0.076  0.019
C  3.002  0.959  0.977
C  4.153  1.754  0.842
C  4.522  2.608  1.860
C  3.775  2.689  3.028
C  2.640  1.902  3.196
C  2.270  1.065  2.171
F  1.186  0.232  2.274
H  0.816  2.166  -3.514
H  0.664  0.539  -2.843
H  1.611  0.823  -4.322
H  2.238  1.850  -1.523
H  3.786  2.275  -4.128
H  4.374  2.705  -2.525
H  2.948  3.503  -3.192
H  4.118  0.075  -4.291
H  5.565  -1.853  -3.837
H  5.790  -2.738  -1.573
H  4.358  -1.063  1.402
H  6.052  -3.421  0.474
H  5.944  -2.733  2.082
H  6.656  -1.785  0.784
H  3.433  -3.778  0.345
H  2.402  -2.483  1.048
H  3.576  -3.343  2.049
H  4.738  1.684  -0.062
H  5.408  3.213  1.746
H  4.085  3.356  3.817
H  2.070  1.936  4.109
N  -0.686  -0.229  -0.150
P  -2.022  0.364  0.528
N  -1.649  1.754  1.370
C  -0.652  2.650  0.807
C  -1.034  4.120  1.069
C  -1.971  4.223  2.273
C  -1.521  3.224  3.331
C  -1.779  1.803  2.823
N  -3.133  0.791  -0.629
C  -3.402  2.155  -1.037
C  -4.905  2.325  -1.302
C  -5.505  1.051  -1.915
C  -4.434  0.247  -2.646
C  -3.377  -0.226  -1.646
N  -2.758  -0.784  1.459
C  -2.060  -1.961  1.943
C  -2.121  -2.040  3.465
C  -3.586  -2.098  3.892
C  -4.335  -0.879  3.362
C  -4.161  -0.734  1.847
H  -0.568  2.438  -0.264
H  0.326  2.445  1.260
H  -1.501  4.573  0.194
H  -0.120  4.679  1.271
H  -2.996  3.991  1.979
H  -1.951  5.237  2.668
H  -2.064  3.362  4.265
H  -0.461  3.376  3.536
H  -2.805  1.514  3.056
H  -1.095  1.098  3.308
H  -2.832  2.403  -1.941
H  -3.088  2.819  -0.235
H  -5.038  3.176  -1.970
H  -5.425  2.546  -0.371
H  -6.311  1.308  -2.599
H  -5.920  0.426  -1.123
H  -3.972  0.860  -3.420
H  -4.879  -0.623  -3.130
H  -2.439  -0.480  -2.163
H  -3.722  -1.126  -1.129
H  -1.021  -1.913  1.583
H  -2.550  -2.853  1.537
H  -1.642  -1.159  3.895
H  -1.585  -2.927  3.808
H  -3.657  -2.126  4.979
H  -4.043  -3.010  3.506
H  -3.979  0.011  3.884
H  -5.399  -0.981  3.575
H  -4.583  0.213  1.508
H  -4.700  -1.557  1.359

Computed properties:
* HOMO energy (alpha / beta): -13.48 / -13.53 eV
* total charge: +2
* max |F|: 5.2 eV/A
* DFT total energy: -64011.0449 eV
* orbital gap (alpha / beta): 6.470 / 6.751 eV
* 2S+1: 2

# 6
Density functional theory data (ωB97M-V/def2-TZVPD) for a molecular structure, C35H47BBrN12O7P2STl.

Element x y z (Å)
Tl  1.017  0.272  -1.061
C  4.571  -0.987  -0.814
C  3.706  -2.200  -0.851
C  4.105  -3.549  -0.869
C  2.933  -4.271  -0.921
C  2.771  -5.757  -0.968
N  1.906  -3.393  -0.938
N  2.383  -2.122  -0.880
B  0.409  -3.762  -1.037
N  -0.395  -3.226  0.177
N  -0.423  -1.925  0.509
C  -1.204  -1.801  1.569
C  -1.449  -0.473  2.204
C  -1.704  -3.061  1.944
C  -1.162  -3.944  1.028
C  -1.343  -5.427  0.967
N  -0.166  -3.217  -2.369
N  0.035  -1.959  -2.805
C  -0.596  -1.830  -3.960
C  -0.579  -0.551  -4.732
C  -1.230  -3.040  -4.292
C  -0.935  -3.894  -3.249
C  -1.356  -5.319  -3.085
H  5.606  -1.251  -0.597
H  4.536  -0.475  -1.777
H  4.209  -0.288  -0.063
H  5.111  -3.938  -0.848
H  3.756  -6.223  -0.953
H  2.198  -6.123  -0.114
H  2.252  -6.068  -1.878
H  0.308  -4.955  -1.045
H  -1.386  0.304  1.444
H  -2.431  -0.436  2.679
H  -0.697  -0.260  2.967
H  -2.363  -3.297  2.766
H  -1.958  -5.744  1.809
H  -1.837  -5.736  0.044
H  -0.383  -5.942  1.024
H  -0.503  0.297  -4.050
H  0.275  -0.528  -5.415
H  -1.497  -0.458  -5.314
H  -1.839  -3.255  -5.156
H  -1.922  -5.625  -3.964
H  -0.493  -5.978  -2.977
H  -1.990  -5.447  -2.205
Br  -4.726  0.022  5.235
C  -3.111  1.029  5.440
C  -1.897  0.451  5.106
C  -0.735  1.179  5.269
C  -0.756  2.480  5.812
C  -2.012  3.033  6.130
C  -3.178  2.319  5.941
N  0.376  3.093  6.281
N  1.541  3.041  5.789
C  1.827  2.815  4.488
C  3.160  2.403  4.242
C  3.590  1.967  3.024
C  2.740  1.984  1.870
O  3.078  1.534  0.764
C  1.421  2.623  2.061
N  0.712  2.847  0.945
C  -0.450  3.456  1.025
C  -0.954  3.944  2.233
C  -0.239  3.729  3.387
C  0.967  3.009  3.342
H  -1.863  -0.553  4.705
H  0.218  0.734  5.011
H  -2.046  4.037  6.534
H  -4.138  2.759  6.180
H  3.812  2.356  5.107
H  4.595  1.586  2.892
H  -0.985  3.589  0.089
H  -1.876  4.511  2.251
H  -0.587  4.140  4.323
N  1.781  2.618  -4.897
C  2.426  3.448  -3.786
C  3.126  4.675  -4.330
P  3.643  2.154  -3.175
O  4.089  2.556  -1.697
O  4.802  2.209  -4.104
O  2.782  0.896  -3.212
P  0.875  3.936  -2.837
O  1.427  4.446  -1.407
O  0.311  5.068  -3.626
O  0.056  2.694  -2.676
H  2.335  2.620  -5.749
H  0.817  2.920  -5.045
H  1.833  1.640  -4.423
H  3.972  4.386  -4.959
H  3.508  5.247  -3.484
H  2.427  5.310  -4.877
H  3.550  2.156  -0.983
H  1.420  3.683  -0.794
C  -4.275  2.163  -1.315
N  -4.606  1.058  -0.432
C  -3.841  -0.067  -0.353
S  -2.616  -0.453  -1.395
N  -4.170  -0.929  0.658
C  -5.515  -1.095  1.164
H  -5.162  2.479  -1.867
H  -3.518  1.813  -2.013
H  -3.869  3.014  -0.765
H  -5.152  1.284  0.383
H  -3.585  -1.752  0.642
H  -6.225  -1.364  0.372
H  -5.870  -0.183  1.650
H  -5.509  -1.885  1.911

Computed properties:
* HOMO energy: -2.60 eV
* total charge: -2
* max |F|: 1.3 eV/A
* DFT total energy: -174108.0714 eV
* orbital gap: 6.063 eV
* 2S+1: 1